Molecular formula: C6H22NO3
Method: DFT, ωB97M-V/def2-TZVPD

As for the frontier orbital gap: 10.91 eV. As for the total charge: +1. For the energy above the lowest of the compared OMol25 structures with the same formula, charge and spin, the calculation gives 0.000 eV. The HOMO energy comes out at -13.70 eV.

Each line ends with the Mulliken charge.
Atoms and positions in Å:
C1 2.078723 0.724535 -0.197868  -1.419
C2 0.712164 1.178941 0.333977  -0.090
C3 -0.338379 0.072427 0.333297  0.693
C4 -1.638814 0.521783 1.030203  -1.721
C5 -0.540174 -0.630160 -1.044070  -0.404
C6 -1.881507 -1.359796 -1.143560  -1.541
N1 0.206715 2.268531 -0.608362  -0.135
H1 2.762759 1.516476 -0.488867  0.405
H2 1.885150 0.003017 -0.993858  0.307
H3 2.521370 0.086121 0.581387  0.414
H4 0.926830 1.565706 1.327842  0.364
H5 0.114467 -0.752724 0.874363  0.254
H6 -1.380205 1.192794 1.847040  0.400
H7 -2.139714 -0.337489 1.465816  0.439
H8 -2.278186 0.980315 0.277504  0.349
H9 0.208685 -1.406259 -1.145435  0.359
H10 -0.449864 0.033936 -1.908523  0.225
H11 -2.671017 -0.698847 -1.499190  0.324
H12 -2.203582 -1.876095 -0.241970  0.331
H13 -1.855048 -2.110393 -1.930929  0.439
H14 0.898808 2.968403 -0.873508  0.379
H15 -0.605144 2.769477 -0.241200  0.384
H16 -0.110529 1.784528 -1.444451  0.255
H17 -3.245246 2.804295 -1.309938  0.313
H18 -2.450756 2.852210 -2.601848  0.302
O1 -2.340244 2.846934 -1.643052  -0.591
H19 0.904486 -3.941101 1.656031  0.295
H20 1.489371 -3.831291 3.078793  0.303
O2 1.501975 -3.421632 2.207367  -0.636
H21 2.570968 -2.132366 1.629771  0.346
H22 4.074981 -2.039753 1.513500  0.306
O3 3.270955 -1.632524 1.159741  -0.645

Force components x, y, z for each atom (eV/Å):
-0.9294 -1.2027 0.3892
1.3437 -0.1374 -0.8662
0.0603 -0.5618 -0.0317
0.7918 -0.3610 -0.4301
-0.5893 -0.1403 0.4339
-0.3711 0.0666 -0.8130
-0.1700 0.2168 0.7814
-0.0442 0.0893 -0.0024
0.4350 0.3795 -0.4186
0.1535 0.5335 -0.2581
-0.7351 0.5160 0.0000
0.0871 0.1689 0.7769
-0.2570 0.2189 -0.0009
-0.2057 0.0747 -0.0771
-0.2664 0.2247 0.3257
0.4683 0.1813 -0.1380
0.0390 -0.0055 -0.0891
-0.1779 0.1797 0.4465
0.1175 0.1544 0.1274
0.2974 -0.1700 -0.0161
0.1967 -0.1831 0.1266
-0.1228 -0.1011 -0.1482
-0.1077 0.1427 -0.2222
0.0665 0.0568 0.0539
0.0286 0.0951 0.0294
-0.1583 -0.1320 -0.1339
0.1444 -0.0035 0.1079
-0.0260 -0.0063 -0.0295
-0.3447 -0.1330 0.0608
0.2797 0.1039 -0.3410
-0.0780 0.2289 -0.2466
0.0742 -0.4938 0.6031